[1]
ORCA calculation (ωB97M-V with the def2-TZVPD basis set) on an isolated molecule of C4H3NO3.

Results
Energy relative to the best compared isomer or geometry (same formula, charge and spin) ... 101.1 kcal per mole
Charge ... 0
Kohn-Sham gap ... 10.5 eV
SMILES ... O=COc1ccno1
E_HOMO ... -9.7790 eV

Last column: Löwdin charge in e.
Element x y z (Å)
H  -0.37771  -0.35389  -2.85009  0.087
N  -1.39484  1.01893  -1.60060  0.100
O  1.29639  -1.04117  1.57657  0.146
H  0.51161  -0.11861  3.17246  0.142
C  0.33949  -0.33875  -0.88748  0.008
O  -1.01099  1.23470  -0.36000  -0.009
C  -0.07643  0.54393  0.18873  -0.244
O  -0.16610  0.63449  1.60156  0.125
C  -0.47303  0.10121  -1.92521  -0.160
H  0.62607  -1.47642  -1.05085  0.163
C  0.72553  -0.20441  2.13491  -0.360

=====

[2]
ORCA calculation (ωB97M-V with the def2-TZVPD basis set) on a cluster of 2 separate species, CH6NO in total.

Results
Energy relative to the best compared isomer or geometry (same formula, charge and spin) ... 9.2 kcal per mole
Charge ... +1
Kohn-Sham gap ... 10.6 eV
E_HOMO ... -14.6122 eV

Last column: Löwdin charge in e.
Element x y z (Å)
H  0.67159  0.65901  -2.31864  0.162
H  -0.88778  0.10256  -2.18549  0.162
C  0.09281  -0.32487  2.12202  -0.058
N  -0.00081  0.21383  -1.68938  0.311
H  -0.16272  0.88073  -0.93055  0.130
H  0.67331  0.33392  2.78269  0.101
H  -0.63867  -0.95682  2.65408  0.099
O  -0.07174  -0.21312  0.92979  -0.049
H  0.32402  -0.69523  -1.36452  0.143

=====

[3]
ORCA calculation (ωB97M-V with the def2-TZVPD basis set) on a structure of composition C35H38BrClI2N6O3PtSTe.

Results
Multiplicity ... 6
Charge ... +1
Kohn-Sham gap (spin up / spin down) ... 7.8 / 4.9 eV
E_HOMO (spin up / spin down) ... -10.1913 / -10.3426 eV

Last column: Löwdin charge in e.
Element x y z (Å)
N  3.63649  1.89959  -0.18755  -0.137
C  0.73509  2.09539  -3.54905  -0.212
C  1.03169  4.71289  4.66535  -0.005
H  -1.65621  5.35139  2.67865  0.088
C  -1.13711  2.18869  -0.65695  -0.763
H  1.85879  -3.83081  -5.01415  0.079
O  -0.60551  3.26879  -0.93335  -0.253
H  0.38269  -2.37181  1.26215  0.021
C  1.59449  1.26239  -5.62975  -0.054
N  3.95789  2.04989  2.15695  0.164
C  -0.06631  5.41339  4.12675  -0.317
H  -5.29081  -6.24111  1.86125  0.079
H  -0.72151  -1.86231  3.24925  0.081
H  3.03609  -0.14171  -2.91895  0.048
C  -4.72501  -5.72751  2.63255  -0.036
I  -0.02601  6.16039  0.08115  0.424
H  -0.30291  -3.98791  0.99245  0.094
H  -4.55491  -3.00981  -1.57105  0.094
C  -3.36961  -3.14581  0.19645  -0.286
C  -1.42291  -0.63361  -3.17775  -0.051
C  -2.57331  -2.41091  1.05465  -0.236
C  2.38689  0.48989  -3.51075  -0.132
H  5.86349  2.23739  2.83215  0.121
C  -3.24611  -3.72801  2.91335  0.006
C  -0.46741  -1.63251  -2.60275  -0.303
Cl  -0.33381  3.15959  -5.77015  0.743
C  -1.79891  -1.72621  3.35035  -0.056
C  -0.39291  -1.92331  -1.23755  -0.373
H  -2.01711  -0.68101  3.12295  0.063
H  1.77489  -4.50891  -1.33375  0.131
C  -3.98671  -4.55301  2.07355  -0.250
H  0.08439  2.76119  -2.99455  0.073
C  -0.48231  3.56489  2.62845  -0.089
H  -1.82761  0.01499  -2.40285  0.027
O  -0.15351  0.67389  2.04635  -0.502
H  3.08609  -3.85311  -3.73715  0.090
C  -2.60601  2.12459  -0.29245  -0.046
H  0.25439  -2.14791  -4.53585  0.124
N  1.85859  1.73919  1.14815  -0.251
H  -3.22101  -3.93191  3.97435  0.128
C  4.93339  2.04969  -0.39925  -0.130
H  -1.04611  3.10899  1.83285  0.090
H  -3.14611  1.46939  -0.97795  0.072
Br  2.78049  -0.99971  -0.35185  0.290
H  3.12559  -0.22121  -5.37965  0.119
Te  -1.28841  -0.68261  0.21725  1.942
H  -3.02691  3.12719  -0.34555  0.094
O  1.87169  0.56879  3.41175  -0.246
H  1.62279  5.16869  5.44635  0.117
H  -1.13291  7.16649  4.16595  0.108
C  -0.81831  4.81699  3.09675  -0.105
C  3.18229  1.90309  1.09425  -0.594
H  2.18819  2.89669  4.58675  0.118
C  5.25369  2.15729  1.94165  -0.083
N  -0.40961  6.62659  4.60965  0.135
C  -2.54691  -2.63101  2.42475  -0.302
H  -4.66061  -4.83511  0.05965  0.125
H  1.60429  1.25529  -6.70635  0.119
H  -2.24631  -1.15951  -3.66165  0.097
S  1.06329  1.33159  2.52245  0.639
H  6.86989  2.27349  0.51075  0.106
C  0.58789  2.89229  3.18885  -0.288
H  1.95309  -5.18411  -3.87345  0.088
C  2.05549  -4.10721  -3.98155  -0.032
C  0.31459  -2.37231  -3.48015  -0.012
H  -5.41091  -5.40931  3.41475  0.089
Pt  1.58989  1.46489  -0.83865  1.005
C  0.39759  -2.98561  -0.77345  -0.386
C  1.14429  -3.39171  -3.04045  -0.255
C  2.42989  0.44219  -4.89305  -0.026
C  -4.05051  -4.24111  0.72485  0.006
H  1.44759  -3.75231  0.92545  0.090
H  -2.06921  -1.92691  4.38385  0.090
I  2.21569  4.45899  -1.39955  0.348
H  0.16109  7.06759  5.31005  0.109
H  5.27269  2.05849  -1.42775  0.126
N  1.55359  1.30229  -2.85345  -0.141
C  0.72739  2.10289  -4.93905  -0.648
C  5.80949  2.17499  0.66475  -0.024
C  -3.54041  -2.79331  -1.24545  -0.048
C  1.14139  -3.71171  -1.68785  -0.033
C  1.35689  3.46139  4.19365  -0.043
H  -4.02251  -6.43051  3.07645  0.090
H  -2.71281  1.72689  0.71915  0.056
H  -3.33791  -1.73191  -1.39225  0.039
H  -2.85511  -3.36791  -1.86575  0.097
N  -0.43851  1.06699  -0.75065  -0.313
C  0.48729  -3.30061  0.68665  -0.093
H  -0.93811  -0.02371  -3.93565  0.073

=====

F_max
In order: 6.28 2.35 2.01
Unit: eV/Å